# 1
# C23H61NO8

A cluster of 8 separate species, C23H61NO8 in total at a distorted geometry (the ωB97M-V functional and the def2-TZVPD basis, the Open Molecules 2025 dataset).

Output
E_HOMO	-8.82	eV
energy relative to the best compared isomer or geometry (same formula, charge and spin)	332.8	kJ/mol
SMILES	CC1(C)CCCC(C)(C)N1O.CCO.CCO.CCO.CCO.CCO.CCO.CCO
DFT total energy	-1569.450433	a.u.

Geometry (Å):
C 0.2376 0.1967 -4.7068
C -0.5069 1.4367 -4.0962
O 0.0002 1.7784 -2.8357
H 0.2734 -0.6347 -3.9886
H 1.2576 0.3596 -5.1341
H -0.4287 -0.1020 -5.5780
H -1.5568 1.2361 -3.9943
H -0.4284 2.3422 -4.6702
H 0.9418 1.9996 -2.9565
C 1.6154 4.9585 -1.6320
C 2.8323 4.1060 -1.9059
O 2.4900 2.8312 -2.4458
H 1.6885 6.0076 -1.5285
H 1.0261 4.6314 -0.7800
H 0.9020 4.8387 -2.4166
H 3.5453 4.0769 -1.0065
H 3.5020 4.5165 -2.6653
H 2.5087 2.1684 -1.7718
C 5.2290 0.8328 0.5090
C 5.6885 0.3713 1.8434
O 4.5743 0.3935 2.7073
H 4.3503 0.2583 0.3128
H 5.9176 0.7621 -0.3185
H 4.9246 1.8904 0.5649
H 6.4647 1.0066 2.3028
H 6.1029 -0.6106 1.8004
H 4.8602 0.0217 3.5450
C -0.6837 0.4198 4.4332
C -0.1214 -0.3350 5.5549
O 1.1661 -0.7818 5.3794
H -1.6036 0.9247 4.8197
H -0.7704 -0.1880 3.5436
H 0.0416 1.2260 4.1415
H -0.7242 -1.1962 5.7697
H -0.2109 0.3660 6.4187
H 1.4409 -0.7175 4.4009
C 1.9952 2.6026 1.3504
C 0.8999 1.9450 0.5449
O 1.3900 1.1314 -0.5561
H 2.5616 1.8206 1.8867
H 1.5759 3.2518 2.0754
H 2.6960 3.1477 0.6953
H 0.1769 2.7133 0.1264
H 0.3430 1.2310 1.1115
H 0.6140 0.9040 -1.0900
C 2.7245 -3.0901 2.2367
C 1.9225 -2.0291 1.5754
O 2.0218 -0.8027 2.3581
H 2.5393 -4.0682 1.7881
H 2.3968 -3.1197 3.2858
H 3.7689 -2.9455 2.3123
H 0.8503 -2.1766 1.5669
H 2.1657 -1.8798 0.5202
H 2.9431 -0.5214 2.3126
C -2.4934 4.0570 -1.6278
C -3.2231 2.7003 -1.5046
O -4.5923 2.8918 -1.1536
H -1.4561 3.9217 -1.9120
H -2.5979 4.6214 -0.7111
H -2.9526 4.5928 -2.4438
H -2.7680 2.1056 -0.7439
H -3.1035 2.2227 -2.4404
H -4.9574 2.0244 -1.0992
C -1.9638 -0.8325 0.5805
C -2.7425 -2.1239 0.7266
C -4.1231 -2.0293 0.0947
C -4.1250 -1.9784 -1.4340
C -3.4055 -3.1501 -2.0431
C -1.9827 -3.3194 -1.4855
N -2.0556 -3.2990 -0.0138
O -0.6731 -3.3878 0.4973
C -1.4595 -4.7408 -1.8757
C -0.9501 -2.3321 -2.0078
C -2.8230 -2.4511 2.2077
H -1.9123 -0.5011 -0.4453
H -0.9747 -1.0233 0.9171
H -2.3984 -0.0865 1.1696
H -4.6794 -2.9191 0.4108
H -4.5369 -1.2181 0.6449
H -3.6828 -1.0637 -1.8491
H -5.1542 -1.9800 -1.7658
H -3.3510 -3.0395 -3.1327
H -3.9032 -4.0889 -1.7207
H -1.8974 -5.4877 -1.2623
H -1.6990 -4.8937 -2.9316
H -0.3565 -4.7136 -1.8932
H -1.3867 -1.3411 -2.1758
H -0.1716 -2.1880 -1.2002
H -0.4559 -2.6303 -2.9122
H -3.3255 -3.4021 2.3692
H -3.3055 -1.7337 2.8442
H -1.7878 -2.5219 2.5386
H -0.7048 -4.1671 1.0674

=====

# 2
# C26H22N2O6S

The molecule C26H22N2O6S (the ωB97M-V functional and the def2-TZVPD basis, the Open Molecules 2025 dataset).

Output
E_HOMO	-8.71	eV
energy relative to the best compared isomer or geometry (same formula, charge and spin)	1.3	kJ/mol
SMILES	CCOc1cc(/C=C2/C(=O)NC(=O)N(c3ccc(CC)cc3)C2=O)ccc1OC(=O)c1cccs1
DFT total energy	-1963.180366	a.u.

Geometry (Å):
C 0.8668 1.3079 -0.4925
C 1.5647 0.6371 -1.6690
H 0.8448 0.1522 -2.3412
O 2.5574 -0.2879 -1.2543
C 2.1950 -1.3885 -0.5597
C 0.9307 -1.9560 -0.5530
C 0.6704 -3.1370 0.1453
C 1.7186 -3.7855 0.8058
C 2.9774 -3.2210 0.8292
C 3.2178 -2.0301 0.1658
O 4.4952 -1.5078 0.1703
C 4.6765 -0.2265 0.5800
O 3.8350 0.4450 1.1173
C 6.0439 0.1995 0.3206
C 6.6097 1.4049 0.6497
C 7.9529 1.4955 0.2501
C 8.3857 0.3636 -0.3743
S 7.1685 -0.8351 -0.4890
H 9.3602 0.1663 -0.7760
H 8.5718 2.3585 0.4164
H 6.0642 2.1788 1.1580
H 3.7903 -3.6917 1.3597
H 1.5301 -4.7068 1.3342
C -0.6359 -3.7471 0.1657
C -1.8688 -3.1801 0.1315
C -2.1378 -1.7403 0.2859
O -1.3382 -0.9371 0.7107
N -3.4223 -1.3246 -0.0563
C -4.4961 -2.1530 -0.3140
O -5.5924 -1.7508 -0.6064
N -4.2278 -3.5025 -0.1964
C -3.0100 -4.1101 0.0195
O -2.9219 -5.3151 0.0720
H -5.0238 -4.1167 -0.3314
C -3.6656 0.0902 -0.0582
C -4.5797 0.6446 0.8218
C -4.7934 2.0102 0.8078
C -4.0988 2.8345 -0.0682
C -3.1823 2.2599 -0.9397
C -2.9670 0.8952 -0.9437
H -2.2584 0.4552 -1.6291
H -2.6360 2.8867 -1.6295
C -4.2935 4.3227 -0.0365
H -4.1263 4.7400 -1.0313
H -5.3159 4.5564 0.2655
C -3.3159 4.9638 0.9510
H -3.4518 6.0425 0.9740
H -3.4777 4.5710 1.9520
H -2.2899 4.7475 0.6626
H -5.5100 2.4418 1.4911
H -5.1224 0.0109 1.5059
H -0.6422 -4.8332 0.2055
H 0.1381 -1.5013 -1.1210
H 2.1302 1.3735 -2.2468
H 0.2704 2.1433 -0.8488
H 0.2182 0.6140 0.0366
H 1.6172 1.6725 0.2047

=====

# 3
# C5H31NO11

A cluster of 11 separate species, C5H31NO11 in total at a distorted geometry (the ωB97M-V functional and the def2-TZVPD basis, the Open Molecules 2025 dataset).

Output
E_HOMO	-9.38	eV
energy relative to the best compared isomer or geometry (same formula, charge and spin)	237.1	kJ/mol
SMILES	CNCCCC=O.O.O.O.O.O.O.O.O.O.O
DFT total energy	-1091.479345	a.u.

Geometry (Å):
O 1.3938 -0.3541 3.3650
C 1.8936 0.3004 2.4761
C 1.0976 1.1009 1.4952
C 0.6807 0.4111 0.1851
C -0.3203 -0.7048 0.4314
C -2.5483 -1.3260 1.0692
N -1.5607 -0.2444 1.0534
H 2.9891 0.2596 2.3401
H 0.1933 1.4294 2.0150
H 1.6458 2.0176 1.2687
H 1.5974 0.0007 -0.2151
H 0.3475 1.1890 -0.4938
H -0.5460 -1.1359 -0.5465
H 0.1809 -1.4740 1.0305
H -3.2399 -1.2666 0.2296
H -2.0663 -2.3085 1.0205
H -3.0943 -1.3247 2.0136
H -1.3509 0.0524 1.9978
H -1.6249 3.5996 2.3161
H -2.4786 2.3155 2.2024
O -2.4895 3.2653 2.0653
H -0.6017 2.7160 -1.6412
H -1.3499 3.4752 -2.6293
O -0.5199 2.9746 -2.5737
H 1.7262 -0.0968 -2.5710
H 2.5566 -1.1602 -2.9327
O 2.6186 -0.4022 -2.3176
H 4.0152 0.2815 -0.6010
H 3.3843 1.4772 -1.1652
O 3.9420 1.2265 -0.4147
H 1.8999 -3.4181 -1.7100
H 1.2001 -2.8185 -2.8663
O 2.0940 -3.1388 -2.6174
H -1.6710 0.8514 4.5514
H -0.2748 1.2728 4.2271
O -1.1917 1.5555 4.0965
H -0.7212 -1.4153 -3.4373
H 0.0852 -1.8877 -4.6611
O -0.2032 -2.1655 -3.7845
H 0.3232 -4.7237 1.1938
H -0.9209 -4.8039 0.2873
O -0.3824 -4.1925 0.7994
H -3.6885 1.5695 -0.8569
H -2.5301 1.6519 0.0830
O -2.7289 1.6728 -0.8675
H -1.0302 1.1474 -2.9078
H -1.2917 0.2869 -1.6874
O -1.1023 0.2147 -2.6302

=====

# 4
# C45H67BBrIMoN9O3S3Sb

A structure of composition C45H67BBrIMoN9O3S3Sb at a distorted geometry (the ωB97M-V functional and the def2-TZVPD basis, the Open Molecules 2025 dataset).

Output
E_HOMO (spin up / spin down)	-12.28 / -12.28	eV
<S²>	2.02
energy relative to the best compared isomer or geometry (same formula, charge and spin)	176.9	kJ/mol
multiplicity	3
total charge	+2
DFT total energy	-6872.680808	a.u.

Geometry (Å):
Mo -0.3697 -0.7174 0.1725
O -3.2834 2.2381 4.4101
C -2.6447 1.0944 4.8157
C -2.8731 0.6886 6.1232
C -2.2571 -0.4499 6.6099
C -1.4095 -1.1999 5.7953
C -1.1756 -0.7830 4.4977
C -1.7834 0.3677 3.9980
C -1.4974 0.8577 2.6136
O -1.0329 -0.1414 1.7223
N -0.4395 1.8453 2.6209
N 0.1104 2.1034 1.3956
C 0.6566 3.2332 1.2141
C 1.4313 3.5741 0.0166
Br 1.8757 2.1300 -1.1435
C 1.9057 4.7810 -0.2755
C 1.5610 6.0343 0.4377
C 2.5557 6.9876 0.6588
C 2.2602 8.1803 1.3001
C 0.9589 8.4510 1.7044
C -0.0468 7.5264 1.4601
C 0.2527 6.3238 0.8335
H -3.2744 2.3290 3.4543
H -3.5417 1.2808 6.7400
H -2.4452 -0.7592 7.6325
H -0.9372 -2.0992 6.1742
H -0.5144 -1.3472 3.8556
H -2.4099 1.2526 2.1604
H -0.5615 2.6113 3.2709
H 0.6234 4.0039 1.9851
H 2.5954 4.8718 -1.1070
H 3.5720 6.7803 0.3396
H 3.0438 8.9074 1.4739
H 0.7261 9.3899 2.1928
H -1.0692 7.7511 1.7400
H -0.5402 5.6185 0.6084
C 0.0673 -6.1389 -0.7116
C 1.5853 -6.0239 -0.7564
C 2.1146 -6.9750 -1.8291
C 2.1685 -6.3606 0.6155
N 2.0591 -4.6194 -1.1085
C 3.3939 -4.4115 -1.4591
C 3.5950 -3.0920 -1.5397
N 2.3892 -2.4754 -1.2391
B 2.1829 -0.9609 -1.2360
N 2.0093 -0.3747 -2.6270
C 2.9940 -0.1616 -3.5892
C 2.3903 0.3536 -4.6641
N 1.0274 0.4697 -4.3761
C 0.8100 -0.0116 -3.1313
S -0.7070 -0.2115 -2.3190
C 0.0771 0.9954 -5.4446
C 0.7522 2.1982 -6.1155
C -1.2527 1.4626 -4.8630
C -0.1531 -0.1338 -6.4448
N 3.1881 -0.2437 -0.3570
C 4.2579 0.5967 -0.6583
C 4.7188 1.0783 0.5038
N 3.9179 0.5676 1.5266
C 2.9880 -0.2397 0.9790
S 1.7686 -1.1936 1.7391
C 4.0836 0.9145 2.9940
C 5.1818 1.9627 3.1305
C 4.4859 -0.3475 3.7512
C 2.7805 1.5097 3.5278
C 1.4682 -3.4141 -0.9687
S -0.1927 -3.0684 -0.5997
H -0.1731 -7.1934 -0.5704
H -0.3958 -5.8042 -1.6433
H -0.3641 -5.5854 0.1197
H 1.6629 -7.9548 -1.6771
H 3.1957 -7.1098 -1.7789
H 1.8456 -6.6288 -2.8300
H 1.8671 -7.3698 0.9049
H 1.7997 -5.6593 1.3692
H 3.2602 -6.3189 0.6058
H 4.0820 -5.2215 -1.6232
H 4.4910 -2.5371 -1.7786
H 1.1242 -0.7244 -0.7056
H 4.0312 -0.4147 -3.4378
H 2.8114 0.6544 -5.6078
H 1.1406 2.8974 -5.3701
H 0.0111 2.7222 -6.7195
H 1.5621 1.9066 -6.7866
H -1.1049 2.2065 -4.0737
H -1.8387 0.6385 -4.4625
H -1.8206 1.9203 -5.6748
H 0.7886 -0.4750 -6.8813
H -0.7927 0.2224 -7.2554
H -0.6450 -0.9837 -5.9635
H 4.5823 0.8134 -1.6619
H 5.5478 1.7410 0.6818
H 6.1581 1.5828 2.8170
H 5.2578 2.2320 4.1840
H 4.9472 2.8719 2.5705
H 5.4546 -0.7153 3.4012
H 3.7448 -1.1387 3.6340
H 4.5711 -0.1158 4.8146
H 2.5003 2.3939 2.9454
H 2.9407 1.8149 4.5648
H 1.9560 0.8022 3.5054
C -2.7854 -4.3598 1.5680
C -3.4300 -2.9829 1.7451
Sb -3.1395 -1.5894 0.1426
C -4.7411 -0.3191 0.8099
C -6.1170 -0.5495 0.1820
C -3.6623 -2.8067 -1.5510
C -5.1430 -2.9649 -1.9079
H -3.0417 -5.0054 2.4109
H -1.6976 -4.2891 1.5209
H -3.1341 -4.8625 0.6624
H -3.0491 -2.4834 2.6367
H -4.5143 -3.0597 1.8474
H -4.4140 0.7083 0.6778
H -4.7625 -0.5399 1.8791
H -6.1485 -0.2211 -0.8568
H -6.8622 0.0279 0.7342
H -6.4266 -1.5949 0.2223
H -3.2211 -3.7679 -1.2835
H -3.0814 -2.4179 -2.3883
H -5.7326 -3.3287 -1.0635
H -5.2494 -3.6958 -2.7137
H -5.5898 -2.0302 -2.2517
N -3.9435 1.1773 -2.5494
C -3.4140 1.9146 -1.5474
O -2.6809 1.4468 -0.6812
C -3.7337 3.3938 -1.5200
I -5.7798 3.8683 -1.8747
H -3.6841 0.2125 -2.6457
H -4.5573 1.5854 -3.2317
H -3.1534 3.9159 -2.2784
H -3.4813 3.7809 -0.5423

=====

# 5
# C29H33N6O3PSTa

A structure of composition C29H33N6O3PSTa at a distorted geometry (the ωB97M-V functional and the def2-TZVPD basis, the Open Molecules 2025 dataset).

Output
E_HOMO (spin up / spin down)	-15.33 / -15.35	eV
energy relative to the best compared isomer or geometry (same formula, charge and spin)	538.5	kJ/mol
total charge	+3
DFT total energy	-2474.293312	a.u.

Geometry (Å):
Ta 0.3205 0.3167 0.9223
C -0.0299 -4.1004 0.7468
C 0.5421 -2.7160 0.8244
N 0.0586 -1.7311 1.5044
N -1.0308 -1.8657 2.2820
C -1.1078 -0.9549 3.2980
N -2.1940 -1.0853 4.1036
S 0.0472 0.2138 3.5626
C 1.8022 -2.3376 0.1674
C 2.5161 -3.0920 -0.7479
C 3.6977 -2.5453 -1.2435
C 4.1084 -1.2859 -0.8099
C 3.3187 -0.6125 0.1096
N 2.1724 -1.1106 0.6107
H -0.1333 -4.5054 1.7582
H 0.5950 -4.7877 0.1766
H -1.0175 -4.0556 0.2790
H -1.5043 -2.7541 2.3634
H -3.0465 -1.4523 3.7050
H -2.3139 -0.3452 4.7858
H 2.1862 -4.0648 -1.0853
H 4.2964 -3.0946 -1.9651
H 5.0233 -0.8368 -1.1811
H 3.5931 0.3718 0.4784
C -3.6401 1.0542 2.8245
C -3.4029 2.2061 3.5583
C -2.1345 2.7902 3.5305
C -1.1169 2.2111 2.7655
N -1.3610 1.0789 2.0482
C -2.5943 0.5320 2.0902
C 0.2674 2.7624 2.6740
C 0.6902 3.9151 3.3437
C 2.0064 4.3601 3.2006
C 2.8826 3.6516 2.3932
C 2.4040 2.5223 1.7596
N 1.1369 2.0736 1.8830
H -4.6123 0.5755 2.8239
H -4.1972 2.6515 4.1506
H -1.9726 3.6897 4.1115
H -2.7178 -0.3682 1.4952
H 0.0238 4.4847 3.9795
H 2.3405 5.2548 3.7183
H 3.9100 3.9692 2.2604
H 3.0416 1.9252 1.1144
C 3.6576 0.0519 -2.7995
O 2.5538 0.9131 -2.5623
P 1.6689 0.5814 -1.2471
O 0.7482 1.9127 -1.2443
C 1.3294 3.0723 -0.6670
O 0.6282 -0.4698 -1.9061
C -0.2305 -0.0462 -2.9559
H 4.1523 0.3814 -3.7184
H 3.3334 -0.9848 -2.9445
H 4.3875 0.1119 -1.9841
H 0.5919 3.8796 -0.7132
H 2.2157 3.3944 -1.2254
H 1.5834 2.9080 0.3865
H -0.7367 -0.9321 -3.3514
H 0.3216 0.4170 -3.7811
H -1.0023 0.6353 -2.5825
C -0.8859 -0.3985 -0.7924
C -1.5362 -0.7842 -1.7160
C -2.3181 -1.2479 -2.8264
C -3.5281 -0.6207 -3.1458
C -4.2879 -1.0729 -4.2266
C -3.8417 -2.1514 -4.9903
C -2.6369 -2.7797 -4.6764
C -1.8750 -2.3297 -3.5961
H -3.8861 0.2215 -2.5570
H -5.2275 -0.5845 -4.4731
H -4.4343 -2.5027 -5.8319
H -2.2910 -3.6203 -5.2732
H -0.9366 -2.8278 -3.3607
H -0.3707 1.9645 0.3915

=====

# 6
# C14H16BF13N5O5S2

A structure of composition C14H16BF13N5O5S2 at a distorted geometry (the ωB97M-V functional and the def2-TZVPD basis, the Open Molecules 2025 dataset).

Output
E_HOMO	-5.65	eV
total charge	-1
DFT total energy	-3312.671242	a.u.

Geometry (Å):
N 3.7146 0.3696 1.6205
B 2.5946 0.9370 0.8672
O 1.8670 1.9899 1.3365
S 2.1653 0.1506 -0.7994
O 2.2576 1.2093 -1.7872
O 3.1172 -0.9401 -0.9371
N 0.7270 -0.5260 -0.6597
S -0.5910 0.3436 -0.8838
O -0.5256 1.6766 -0.3116
O -1.1384 0.2584 -2.2179
C -1.7363 -0.5804 0.1595
C -2.6615 0.4242 0.8734
C -3.8943 -0.2851 1.3761
F -3.5250 -1.4122 2.0708
F -4.6581 -0.7223 0.3277
C -4.8776 0.4874 2.3602
F -4.7192 -0.0257 3.6060
F -6.1650 0.2652 1.9848
C -4.7887 2.0362 2.5781
F -5.7375 2.3048 3.5062
F -3.6061 2.3639 3.1301
C -5.1188 2.9460 1.3292
F -6.3259 3.5121 1.5340
F -5.2153 2.1757 0.2205
C -4.1215 4.1099 1.0590
F -4.2878 5.0097 2.0566
F -2.8628 3.6968 1.0630
C -4.3746 4.8296 -0.3043
F -3.9060 6.0778 -0.2247
F -5.6760 4.8953 -0.6018
F -3.7490 4.1953 -1.2706
H 4.6231 0.7214 1.3373
H 3.6017 0.6189 2.6014
H 2.4053 2.4956 1.9566
H -1.1828 -1.1996 0.8581
H -2.3244 -1.1679 -0.5417
H -2.9536 1.1609 0.1313
H -2.1165 0.8939 1.6876
C 5.7015 -2.3080 -2.1515
C 6.4467 -3.3294 -2.8751
N 7.0380 -4.1385 -3.4500
H 5.6967 -1.3791 -2.7174
H 4.6691 -2.6088 -1.9830
H 6.1760 -2.1319 -1.1875
C -3.3847 -5.0363 -1.3723
C -2.4925 -3.9457 -1.7432
N -1.7946 -3.0750 -2.0360
H -3.8204 -5.4789 -2.2660
H -2.8304 -5.8002 -0.8305
H -4.1835 -4.6585 -0.7365
C 10.0258 -2.1537 -1.6191
C 9.2494 -1.4045 -0.6397
N 8.6104 -0.8201 0.1225
H 10.1696 -1.5503 -2.5131
H 10.9966 -2.4141 -1.2020
H 9.4925 -3.0635 -1.8919